(1)
{"formula": "C14H37N2O2PSi", "method": "ωB97M-V with the def2-TZVPD basis set", "e_lumo_ev": -0.71, "e_above_lowest_kcal_mol": 43.1, "homo_ev": -8.15, "smiles": "C=C[SiH2]P(O)O.CCN(CC)CC.CCN(CC)CC", "elements": ["C", "C", "Si", "P", "O", "O", "H", "H", "H", "H", "H", "H", "H", "C", "C", "N", "C", "C", "C", "C", "H", "H", "H", "H", "H", "H", "H", "H", "H", "H", "H", "H", "H", "H", "H", "C", "C", "N", "C", "C", "C", "C", "H", "H", "H", "H", "H", "H", "H", "H", "H", "H", "H", "H", "H", "H", "H"], "positions_angstrom": [[0.03118, -3.10292, -5.07920], [-0.14028, -3.70175, -3.70900], [1.44917, -4.40505, -2.82191], [2.25349, -5.94610, -4.23474], [0.94650, -6.65542, -5.16116], [3.12867, -4.95572, -5.42172], [-0.47040, -3.65938, -5.97974], [0.67710, -2.15178, -5.30102], [-1.22979, -3.75533, -3.24552], [1.09088, -4.99257, -1.52234], [2.49922, -3.38383, -2.64235], [0.07526, -6.18166, -5.00224], [3.87861, -4.46627, -4.96285], [0.58038, 0.49029, -2.90439], [1.02446, 1.42483, -1.78173], [1.37897, 0.73914, -0.53602], [1.54332, 1.65356, 0.59905], [2.68614, 2.66202, 0.53277], [2.39496, -0.31017, -0.63992], [3.76255, 0.08154, -1.18953], [-0.26311, -0.13407, -2.59061], [0.25849, 1.07738, -3.77023], [1.39329, -0.16221, -3.23881], [0.18072, 2.09978, -1.58429], [1.84453, 2.04971, -2.14892], [1.64147, 1.07122, 1.52391], [0.60672, 2.21329, 0.72167], [3.65090, 2.19241, 0.72371], [2.54510, 3.42186, 1.31010], [2.73335, 3.18065, -0.42781], [1.99415, -1.11703, -1.26532], [2.53369, -0.78138, 0.34372], [3.69375, 0.73656, -2.06146], [4.30538, -0.81810, -1.50084], [4.37715, 0.57600, -0.43442], [-2.61623, 0.02299, 1.46176], [-1.97890, 0.63321, 2.70770], [-2.27613, 2.05563, 2.89759], [-1.45136, 2.68365, 3.93532], [-1.62979, 2.19554, 5.36965], [-3.69301, 2.42418, 2.92330], [-4.57501, 1.76935, 3.98117], [-2.32488, 0.56999, 0.55861], [-2.28598, -1.01410, 1.34622], [-3.70900, 0.01036, 1.52590], [-0.89303, 0.51243, 2.59484], [-2.27020, 0.03768, 3.57851], [-1.60296, 3.77021, 3.91225], [-0.39738, 2.54466, 3.66076], [-2.54770, 2.57828, 5.81540], [-0.80144, 2.56585, 5.98465], [-1.63216, 1.10548, 5.44505], [-4.12335, 2.20711, 1.93815], [-3.78366, 3.51587, 3.01731], [-4.38095, 0.69923, 4.08714], [-5.62891, 1.88260, 3.70298], [-4.45392, 2.24025, 4.95892]]}

(2)
{"formula": "C4H11Cl2RuSn", "method": "ωB97M-V with the def2-TZVPD basis set", "e_lumo_ev": [0.00, -1.23], "multiplicity": 6, "homo_ev": [-6.48, -9.87], "s2": 8.76, "elements": ["Ru", "Cl", "C", "H", "H", "H", "Sn", "C", "C", "C", "H", "H", "H", "H", "H", "H", "H", "H", "Cl"], "positions_angstrom": [[0.30820, -0.97564, 1.73219], [-0.46035, 1.23882, 1.10821], [-1.39741, -1.11104, 2.89069], [-1.55100, -1.82521, 3.72493], [-1.88252, -1.62408, 1.97574], [-1.95756, -0.19762, 3.18196], [0.34360, 0.39976, -0.99461], [-1.28133, 1.04539, -2.21794], [2.00457, 1.67424, -1.43542], [0.60836, -1.58368, -0.10109], [2.80158, 1.47485, -0.70829], [2.31400, 1.38727, -2.45643], [1.65917, 2.71697, -1.40811], [-2.20013, 0.72440, -1.71894], [-1.23820, 2.13327, -2.35424], [-1.14216, 0.52776, -3.17426], [-0.08432, -2.16305, -0.74526], [1.60304, -1.89502, -0.49855], [1.55249, -1.94743, 3.19944]]}